C3H6INOS | the ωB97M-V functional and the def2-TZVPD basis

Last column: Löwdin charge in e.
CARTESIAN COORDINATES (ANGSTROEM)
C  1.302  0.978  -0.075  -0.6467
C  -1.560  -0.345  1.192  -0.5379
C  1.016  -0.342  0.489  -0.4395
N  0.909  1.393  -1.286  0.1784
O  1.941  1.724  0.644  0.0503
S  1.148  -1.764  -0.455  0.8491
I  -2.852  -0.147  -0.489  0.6620
H  -1.362  0.612  1.635  -0.0303
H  -1.623  -1.267  1.684  -0.0466
H  0.933  -0.475  1.467  0.0032
H  0.178  0.957  -1.820  0.0848
H  1.087  2.329  -1.386  0.0812
H  1.305  -1.183  -1.517  -0.2080

Atomic forces in eV per Å
C 0.17 -0.19 1.86
C -0.24 1.49 -2.07
C -0.97 -0.08 -4.47
N -0.64 -2.53 -0.56
O 0.39 0.69 0.38
S -0.52 -2.32 3.42
I 0.76 -0.22 0.81
H -0.03 -0.03 0.41
H 0.00 -0.98 0.69
H 0.24 -0.24 4.00
H -0.11 -0.02 0.11
H 0.34 2.54 -0.74
H 0.62 1.89 -3.85

E_LUMO (spin up / spin down), eV: -0.38 / -0.43
Energy relative to the best compared isomer or geometry (same formula, charge and spin), kcal per mole: 80.1
Total charge: 0
M, g mol⁻¹: 231.06